Entry from the Open Molecules 2025 dataset: a 16-piece molecular cluster, C44H122N16O29 overall (ωB97M-V with the def2-TZVPD basis set).

Net charge = +2
Maximum force = 0.04979 Eh/bohr
LUMO = -4.996 eV

Atoms and positions in Å:
C (-13.18, -16.32, -13.36)
N (-12.38, -17.61, -13.33)
C (-11.54, -17.57, -14.61)
C (-11.44, -17.58, -12.15)
C (-13.21, -18.86, -13.38)
C (-12.51, -20.20, -13.54)
O (-11.69, -20.53, -12.43)
H (-13.70, -16.35, -14.31)
H (-12.44, -15.53, -13.27)
H (-13.79, -16.21, -12.47)
H (-10.71, -18.27, -14.47)
H (-11.08, -16.60, -14.79)
H (-12.10, -18.05, -15.40)
H (-10.98, -16.59, -12.14)
H (-10.68, -18.35, -12.21)
H (-12.07, -17.85, -11.30)
H (-13.96, -18.75, -14.17)
H (-13.85, -18.80, -12.50)
H (-11.89, -20.11, -14.43)
H (-13.22, -21.00, -13.78)
H (-10.88, -20.89, -12.79)
C (-9.86, -13.78, -19.59)
N (-9.39, -12.51, -20.34)
C (-10.46, -11.49, -20.03)
C (-8.11, -12.06, -19.73)
C (-9.29, -12.83, -21.81)
C (-8.20, -13.82, -22.25)
O (-8.25, -15.09, -21.63)
H (-10.75, -14.14, -20.09)
H (-9.94, -13.38, -18.58)
H (-9.13, -14.58, -19.56)
H (-10.29, -11.14, -19.01)
H (-11.46, -11.92, -20.08)
H (-10.37, -10.69, -20.77)
H (-8.27, -11.77, -18.69)
H (-7.80, -11.20, -20.33)
H (-7.41, -12.88, -19.85)
H (-9.01, -11.86, -22.22)
H (-10.24, -13.08, -22.27)
H (-7.23, -13.34, -22.09)
H (-8.33, -13.93, -23.33)
H (-7.62, -15.69, -22.04)
C (-6.81, -7.71, -12.88)
N (-6.43, -7.63, -14.32)
C (-6.80, -8.98, -14.93)
C (-7.27, -6.54, -14.98)
C (-4.95, -7.43, -14.46)
C (-4.40, -6.14, -13.87)
O (-4.27, -6.26, -12.47)
H (-6.01, -8.24, -12.36)
H (-7.70, -8.30, -12.68)
H (-6.92, -6.73, -12.43)
H (-6.38, -9.80, -14.33)
H (-6.34, -9.06, -15.92)
H (-7.87, -9.13, -14.90)
H (-8.32, -6.67, -14.71)
H (-7.04, -6.55, -16.04)
H (-7.01, -5.60, -14.50)
H (-4.66, -7.57, -15.50)
H (-4.52, -8.33, -14.02)
H (-5.07, -5.32, -14.10)
H (-3.41, -5.90, -14.27)
H (-3.38, -6.31, -12.13)
C (-14.83, -7.93, -11.77)
N (-14.98, -6.42, -11.76)
C (-16.30, -6.07, -11.17)
C (-13.78, -5.93, -10.93)
C (-14.74, -5.95, -13.18)
C (-14.34, -4.50, -13.34)
O (-15.46, -3.69, -12.94)
H (-15.56, -8.33, -12.47)
H (-14.99, -8.25, -10.74)
H (-13.81, -8.15, -12.06)
H (-16.40, -6.52, -10.19)
H (-17.11, -6.35, -11.84)
H (-16.29, -4.98, -11.07)
H (-13.79, -4.85, -10.77)
H (-12.89, -6.43, -11.31)
H (-14.06, -6.29, -9.93)
H (-15.68, -6.21, -13.67)
H (-13.95, -6.56, -13.61)
H (-14.11, -4.31, -14.39)
H (-13.48, -4.16, -12.76)
H (-15.18, -2.77, -12.86)
C (-12.98, -3.78, -6.07)
C (-12.18, -5.08, -6.01)
C (-11.88, -5.61, -7.40)
O (-11.39, -6.92, -7.32)
C (-10.77, -7.36, -8.52)
N (-10.83, -4.91, -5.30)
H (-10.26, -4.16, -5.72)
H (-10.97, -4.53, -4.36)
H (-10.22, -5.73, -5.36)
H (-12.52, -3.06, -6.74)
H (-13.23, -3.33, -5.12)
H (-13.91, -4.06, -6.58)
H (-12.71, -5.79, -5.38)
H (-11.16, -4.94, -7.88)
H (-12.80, -5.50, -7.99)
H (-10.49, -8.39, -8.33)
H (-9.90, -6.76, -8.78)
H (-11.54, -7.35, -9.30)
C (-2.32, -10.86, -19.61)
C (-3.73, -10.67, -19.04)
C (-4.02, -11.58, -17.85)
O (-5.40, -11.63, -17.61)
C (-5.63, -12.22, -16.32)
N (-4.03, -9.19, -18.73)
H (-5.04, -9.13, -18.55)
H (-3.50, -8.80, -17.96)
H (-3.84, -8.65, -19.57)
H (-1.55, -10.61, -18.87)
H (-2.13, -10.20, -20.45)
H (-2.08, -11.89, -19.88)
H (-4.51, -10.77, -19.80)
H (-3.48, -11.26, -16.94)
H (-3.56, -12.55, -18.05)
H (-5.22, -11.62, -15.49)
H (-5.32, -13.25, -16.19)
H (-6.71, -12.15, -16.20)
C (-9.66, -11.79, -15.38)
C (-10.26, -11.82, -13.99)
C (-10.33, -10.40, -13.45)
O (-10.64, -10.62, -12.11)
C (-10.70, -9.42, -11.33)
N (-11.60, -12.45, -13.86)
H (-12.28, -11.96, -14.45)
H (-11.47, -13.45, -14.04)
H (-11.95, -12.30, -12.91)
H (-8.59, -11.70, -15.44)
H (-10.21, -11.03, -15.96)
H (-9.95, -12.72, -15.89)
H (-9.64, -12.37, -13.28)
H (-11.09, -9.83, -14.00)
H (-9.35, -9.96, -13.64)
H (-11.51, -8.80, -11.73)
H (-9.75, -8.91, -11.52)
H (-10.78, -9.62, -10.26)
C (-13.70, -8.57, -5.52)
C (-14.16, -8.74, -7.01)
C (-13.43, -9.87, -7.73)
O (-13.86, -9.76, -9.07)
C (-13.74, -10.88, -9.95)
N (-15.66, -8.92, -7.13)
H (-16.03, -9.80, -6.76)
H (-16.19, -8.18, -6.68)
H (-15.96, -8.89, -8.11)
H (-12.69, -8.16, -5.54)
H (-13.72, -9.54, -5.04)
H (-14.34, -7.85, -5.00)
H (-13.89, -7.84, -7.55)
H (-13.76, -10.87, -7.41)
H (-12.34, -9.80, -7.86)
H (-12.75, -11.32, -9.85)
H (-13.98, -10.55, -10.96)
H (-14.49, -11.63, -9.66)
C (-9.03, -10.49, -6.97)
C (-9.03, -11.43, -8.19)
C (-10.01, -12.58, -8.09)
N (-9.83, -13.66, -9.09)
C (-9.82, -13.13, -10.52)
C (-10.91, -14.72, -9.00)
C (-10.42, -15.97, -9.69)
C (-8.86, -15.86, -9.62)
C (-8.59, -14.55, -8.91)
H (-8.40, -9.62, -7.10)
H (-8.65, -10.95, -6.05)
H (-10.06, -10.17, -6.80)
H (-7.99, -11.75, -8.31)
H (-9.14, -10.76, -9.04)
H (-11.06, -12.30, -8.21)
H (-9.86, -13.05, -7.11)
H (-9.15, -12.26, -10.51)
H (-10.86, -12.85, -10.70)
H (-9.42, -13.92, -11.15)
H (-11.84, -14.30, -9.39)
H (-11.01, -14.91, -7.93)
H (-10.89, -16.15, -10.65)
H (-10.56, -16.84, -9.05)
H (-8.38, -15.84, -10.60)
H (-8.46, -16.72, -9.09)
H (-7.71, -14.07, -9.34)
H (-8.48, -14.64, -7.83)
N (-8.14, -8.46, -18.13)
O (-6.98, -8.88, -18.43)
O (-8.98, -9.21, -17.59)
O (-8.41, -7.26, -18.26)
N (-10.10, -5.67, -12.11)
O (-11.01, -6.31, -12.69)
O (-9.01, -5.46, -12.68)
O (-10.32, -5.09, -11.01)
N (-13.98, -10.08, -14.33)
O (-14.10, -10.72, -13.25)
O (-14.43, -8.94, -14.46)
O (-13.37, -10.66, -15.26)
N (-12.75, -13.92, -16.78)
O (-13.97, -14.11, -16.95)
O (-12.19, -13.00, -17.43)
O (-12.09, -14.55, -15.92)
N (-8.33, -15.44, -13.19)
O (-7.55, -15.03, -14.05)
O (-7.99, -16.39, -12.42)
O (-9.48, -14.96, -13.02)
N (-13.87, -14.07, -10.62)
O (-13.00, -13.42, -11.27)
O (-14.98, -13.56, -10.39)
O (-13.53, -15.18, -10.14)
N (-6.57, -11.22, -11.84)
O (-5.53, -10.63, -12.24)
O (-6.82, -11.26, -10.62)
O (-7.34, -11.75, -12.67)

Atomic partial charges in e from the Mulliken method, atoms 1 to 4:
1 C -0.856
2 N 0.768
3 C -1.094
4 C -0.096